Entry 1:
A molecular structure, C42H48N4O3Tc in a non-equilibrium geometry. Source: the OMol25 dataset; level of theory: wB97M-V/def2-TZVPD.

Element x y z (Å)
Tc -1.64560 1.30425 0.24914
N 1.37194 3.20255 2.94312
C 0.50668 2.50079 3.73487
O 0.54720 2.83632 4.91114
C -0.45110 1.38236 3.16920
C -0.18874 0.73051 1.75448
H 1.49420 4.17855 3.24531
H 1.30634 3.19272 1.90577
H -1.46940 1.85104 3.31672
H -0.22848 0.59755 3.86617
H -0.50623 -0.25414 1.72975
H 0.77961 0.70799 1.59183
H -1.49309 -0.04555 -0.69234
C -2.48364 6.16341 0.08242
C -2.91127 4.94470 0.85595
C -2.95340 5.15114 2.25531
C -3.23140 4.01012 3.08006
C -3.42702 4.07664 4.55633
C -3.52025 2.89473 2.43883
C -3.55783 2.65856 1.02682
C -3.10963 3.72274 0.26654
N -3.70267 1.46281 0.35343
C -4.62156 0.39596 0.64118
C -4.46257 -0.60645 -0.56507
C -6.12343 0.62396 0.85224
C -4.17149 -0.14233 1.99796
H -3.17718 7.00039 0.13867
H -2.38050 6.05259 -0.99950
H -1.54218 6.53272 0.50751
H -2.76662 6.09552 2.69205
H -2.51239 4.31219 5.19769
H -3.76289 3.10112 4.87700
H -4.14390 4.83713 4.83788
H -3.83803 2.02591 3.04205
H -3.10435 3.69344 -0.82495
H -4.29016 -0.11712 -1.53627
H -5.41836 -1.22502 -0.83989
H -3.67167 -1.38427 -0.50742
H -6.47358 1.28750 0.10973
H -6.26383 1.22003 1.74528
H -6.59326 -0.38213 1.02762
H -4.69815 0.44387 2.73409
H -3.04773 -0.27740 2.09699
H -4.54394 -1.16081 2.07214
N -0.57100 1.29711 -1.33484
C -0.20517 0.79679 -2.42143
C 1.17069 0.91728 -3.09872
C 1.35675 0.39124 -4.36990
C 2.66611 0.03382 -4.75446
C 3.72957 0.16842 -3.83631
C 3.54798 0.72197 -2.57418
C 2.22952 1.11179 -2.21947
C -1.03138 -0.26585 -3.08867
C -2.11399 0.17133 -3.74409
C -3.07627 -0.76685 -4.10263
C -2.93890 -2.09898 -3.84764
C -1.67043 -2.55744 -3.40799
C -0.70354 -1.62507 -3.02817
H 0.56710 0.12144 -4.96904
H 2.80483 -0.58917 -5.61348
H 4.68603 -0.21881 -4.12267
H 4.36667 0.80268 -1.84601
H 2.07409 1.45036 -1.15782
H -2.28435 1.21216 -3.91493
H -4.03483 -0.36160 -4.37583
H -3.85818 -2.74275 -3.83605
H -1.40923 -3.58641 -3.32259
H 0.21574 -2.07321 -2.71567
C 7.68936 -3.64651 -0.19713
O 7.27410 -2.20489 -0.09642
C 6.08363 -1.76179 0.61773
C 6.35254 -1.20299 1.86413
C 5.37033 -0.56532 2.57659
C 4.13040 -0.36712 1.97548
C 3.82983 -1.09833 0.81281
C 4.71934 -1.94139 0.23475
N 4.38455 -2.64118 -0.96886
C 3.52243 -3.60596 -1.34593
C 2.39833 -4.21990 -0.87903
C 1.55849 -5.09324 -1.71053
C 0.22883 -5.32238 -1.37838
C -0.20294 -4.81486 -0.08976
C 0.67215 -4.37430 0.85181
C 2.05588 -3.89112 0.49644
O 2.79225 -3.45302 1.42135
H 8.76611 -3.59426 -0.39954
H 7.26104 -4.18267 -1.05229
H 7.43300 -4.19409 0.69335
H 7.37586 -1.32033 2.20949
H 5.53090 -0.27465 3.58738
H 3.37648 0.25269 2.42797
H 2.73996 -1.18336 0.59874
H 5.28288 -2.61350 -1.54609
H 3.93639 -3.93055 -2.37578
H 1.87786 -5.41481 -2.67327
H -0.48569 -5.91690 -1.94573
H -1.20057 -5.06205 0.20673
H 0.21001 -4.26803 1.84878

Computed properties:
Total charge: 0
LUMO (alpha / beta), eV: -0.280 / -0.657
Multiplicity: 4
Highest occupied orbital energy (alpha / beta), eV: -6.436 / -7.848
HOMO-LUMO gap (alpha / beta), eV: 6.156 / 7.191
Max |F|, eV/Å: 5.796

---

Entry 2:
A molecular structure, C42H50Cl5N6O2Si2W in a non-equilibrium geometry. Source: the OMol25 dataset; level of theory: wB97M-V/def2-TZVPD.

Element x y z (Å)
W -0.87988 0.13961 0.54535
C -1.25204 -0.92903 -6.67193
C -0.91991 -0.89609 -5.19815
C -0.06564 -1.80064 -4.61084
C 0.18137 -1.80267 -3.22441
C 1.07188 -2.73548 -2.59942
N 2.22247 -3.10494 -3.03611
C 2.99585 -2.59843 -4.20488
C 3.18698 -1.07079 -4.23984
C 4.42584 -0.57082 -3.47302
N 4.18818 0.59161 -2.57749
C 3.13147 0.83746 -1.86834
C 2.96595 1.87749 -0.92004
C 3.96385 2.82893 -0.60764
C 3.79796 3.79338 0.35351
C 4.85082 4.83833 0.64982
C 2.57314 3.79196 1.03702
C 1.57113 2.87261 0.78941
C 0.29045 3.03010 1.42691
N -0.73069 2.27277 1.33593
C -2.00916 2.87189 1.81055
C -3.06281 2.67167 0.73536
C -2.44601 2.75332 -0.64162
N -1.77393 1.47578 -1.01704
C -1.79235 1.23083 -2.25631
C -1.22116 0.12031 -2.98963
C -1.45099 0.08381 -4.35502
C -0.46053 -0.88278 -2.37870
O -0.25436 -0.94160 -1.10643
C 1.72901 1.89633 -0.21528
O 0.80992 1.06768 -0.49087
H -0.74787 -1.75230 -7.17596
H -2.32673 -1.05140 -6.82600
H -0.95874 0.00264 -7.16167
H 0.37890 -2.57746 -5.22943
H 0.78370 -3.16082 -1.64138
H 2.67809 -3.82931 -2.49616
H 3.96272 -3.09042 -4.14629
H 2.53710 -2.94653 -5.12220
H 3.28336 -0.79024 -5.28745
H 2.29150 -0.56664 -3.88534
H 4.87208 -1.36921 -2.87805
H 5.18579 -0.24921 -4.17746
H 4.98878 1.19482 -2.45418
H 2.28943 0.16494 -1.99227
H 4.91015 2.81672 -1.14560
H 5.76927 4.65081 0.09356
H 4.49276 5.83429 0.37596
H 5.09794 4.86291 1.71440
H 2.40560 4.54965 1.80052
H 0.16558 3.94953 1.99373
H -2.31506 2.42544 2.74928
H -1.85733 3.93318 1.97457
H -3.53380 1.70291 0.82746
H -3.84892 3.41716 0.84212
H -3.21698 2.97754 -1.37366
H -1.70332 3.54861 -0.69244
H -2.28286 1.96676 -2.88859
H -2.08856 0.85312 -4.78952
C -3.78378 -2.06050 3.39000
Si -3.74089 -0.29389 2.82861
C -5.15219 -0.05251 1.66487
C -4.07691 0.99875 4.13735
N -1.96683 -0.03264 2.26248
C -1.15009 -0.02845 3.35455
C -1.56556 -0.22001 4.71038
C -0.68969 -0.05704 5.73420
C 0.65666 0.33606 5.48073
C 1.11713 0.42243 4.20049
C 0.25506 0.13990 3.11523
N 0.69222 -0.09053 1.84604
Si 2.34489 -0.86355 1.84134
C 3.71723 0.36260 2.12630
C 2.37593 -2.20590 3.12058
C 2.62992 -1.68405 0.18037
H -4.43862 -2.15190 4.26591
H -2.80692 -2.47364 3.66026
H -4.21197 -2.68215 2.59716
H -5.91621 -0.77816 1.98794
H -4.96929 -0.23772 0.62399
H -5.59189 0.94320 1.76582
H -4.74366 1.76333 3.73235
H -3.20219 1.49731 4.56275
H -4.60743 0.52392 4.97565
H -2.58128 -0.50642 4.94936
H -1.02973 -0.20933 6.75256
H 1.33128 0.52700 6.30890
H 2.15549 0.67848 4.01288
H 4.15221 0.21896 3.12320
H 3.40166 1.40647 2.05078
H 4.51992 0.19666 1.39982
H 2.69189 -1.85060 4.10634
H 3.09746 -2.96743 2.80071
H 1.40422 -2.69743 3.24522
H 1.89394 -1.35460 -0.54815
H 2.55755 -2.77310 0.29833
H 3.64115 -1.45063 -0.18812
Cl -0.68875 -2.54243 1.31140
C -2.11117 -2.57529 0.29524
C -2.51755 -1.33836 -0.17096
C -3.53732 -1.42283 -1.13070
Cl -4.22366 -0.02227 -1.92997
C -4.10710 -2.64742 -1.51461
Cl -5.34170 -2.70852 -2.69417
C -3.67838 -3.84480 -0.94283
Cl -4.37758 -5.33093 -1.38558
C -2.64522 -3.80647 -0.01942
Cl -2.03166 -5.23361 0.69566

Computed properties:
Total charge: +3
LUMO, eV: -9.571
Highest occupied orbital energy, eV: -14.839
HOMO-LUMO gap, eV: 5.268
Max |F|, eV/Å: 2.037

---

Entry 3:
A molecular structure, C42H50CuF4N9O4Si. Source: the OMol25 dataset; level of theory: wB97M-V/def2-TZVPD.

Element x y z (Å)
Cu 0.80480 -0.20249 -0.93571
N 1.59450 -2.66263 -2.36945
C 1.05481 -1.80242 -3.28849
C 1.00479 -2.13909 -4.64997
C 0.46277 -1.24804 -5.54181
C -0.02884 -0.02411 -5.08530
C 0.03482 0.22611 -3.73892
N 0.54261 -0.64292 -2.84479
H 2.22829 -3.35759 -2.73235
H 1.92861 -2.24451 -1.50657
H 1.40933 -3.08710 -4.97590
H 0.43105 -1.49219 -6.59532
H -0.43995 0.71334 -5.75741
H -0.32527 1.16067 -3.32673
F 3.88012 -3.37939 -0.18835
C 3.92514 -3.65293 1.14077
C 3.52156 -4.91333 1.53091
F 3.16482 -5.77279 0.54731
C 3.39567 -5.29982 2.87172
C 3.85472 -4.31746 3.76952
C 4.23551 -3.05155 3.37184
F 4.51851 -2.15389 4.32479
C 4.23940 -2.64147 2.03870
C 4.26545 -1.22978 1.60654
C 3.16650 -0.88457 0.86534
N 2.14966 -0.64272 0.34284
C 5.13753 -0.21857 2.04749
N 5.82647 0.64912 2.37651
F 3.82731 -4.56205 5.08719
C 2.76024 -6.53467 3.27124
C 1.85813 -7.16982 2.40251
N 1.06062 -7.69574 1.74100
C 2.73061 -7.00717 4.60509
N 2.65494 -7.43017 5.67678
C -0.84181 5.33367 -1.37757
C -1.79481 4.21723 -1.83386
C -1.15810 3.59250 -3.08737
C -3.11988 4.86726 -2.26931
Si -2.09487 2.92431 -0.45080
C -2.37829 3.70587 1.28201
C -2.87000 2.68157 2.32057
C -3.44632 4.81329 1.18282
C -1.11008 4.34878 1.88151
C -3.43783 1.63179 -0.91670
C -3.18313 0.34228 -0.11977
C -4.85937 2.12740 -0.60687
C -3.41438 1.23281 -2.39865
H -0.61256 5.97505 -2.23382
H 0.10752 4.94105 -1.00455
H -1.27842 5.96712 -0.60763
H -0.99724 4.38175 -3.82777
H -1.78497 2.83562 -3.55477
H -0.18000 3.16050 -2.88313
H -2.91161 5.59604 -3.05880
H -3.61642 5.40033 -1.46047
H -3.82420 4.14412 -2.67913
H -3.86367 2.29567 2.09388
H -2.93673 3.18277 3.29160
H -2.18068 1.84627 2.42735
H -4.35706 4.49797 0.67351
H -3.06626 5.70101 0.67865
H -3.72780 5.11621 2.19562
H -0.42004 3.60302 2.27262
H -1.41299 4.96973 2.73014
H -0.56980 4.99109 1.19178
H -3.21363 0.50250 0.95752
H -2.21112 -0.09051 -0.37116
H -3.95454 -0.39354 -0.37404
H -5.02148 2.31711 0.45255
H -5.57790 1.36100 -0.91479
H -5.10749 3.03861 -1.15281
H -2.45318 0.81417 -2.69815
H -3.65550 2.05849 -3.06574
H -4.16756 0.45516 -2.56269
C -1.51628 -4.86885 0.62291
C -1.15219 -3.63671 -0.24277
N -0.34953 -2.69046 0.52395
C 0.81673 -3.38074 1.06832
C 0.40327 -4.45325 2.08759
N -1.09335 -4.56185 2.02767
C -1.72050 -3.28515 2.49404
C -1.13631 -2.14294 1.62356
H -0.97998 -5.77113 0.33161
H -2.58511 -5.07746 0.64210
H -2.04993 -3.12928 -0.59820
H -0.57430 -3.95167 -1.11120
H 1.46677 -2.65303 1.53988
H 1.35598 -3.83759 0.24050
H 0.66712 -4.20121 3.11420
H 0.78797 -5.44208 1.85600
H -1.37445 -5.33336 2.63204
H -1.48440 -3.17480 3.55076
H -2.79858 -3.39707 2.38036
H -0.48822 -1.49419 2.21384
H -1.94211 -1.52899 1.22619
O -0.03930 1.22211 1.63568
C 0.23600 1.81709 0.62593
O -0.66413 1.96476 -0.37898
C 1.59212 2.35487 0.34174
C 2.52611 2.42807 1.37425
C 3.83293 2.79903 1.10821
C 4.22492 3.08514 -0.19421
C 3.28040 3.00124 -1.20021
C 1.96826 2.64525 -0.95964
N 3.67233 3.27788 -2.59294
O 4.81770 3.61167 -2.80146
O 2.81725 3.14775 -3.45120
H 2.22544 2.15129 2.37564
H 4.56493 2.81316 1.90293
H 5.24483 3.34828 -0.43158
H 1.27658 2.56884 -1.78031

Computed properties:
Total charge: 0
LUMO, eV: -0.899
Highest occupied orbital energy, eV: -6.390
HOMO-LUMO gap, eV: 5.491
Max |F|, eV/Å: 0.602

---

Entry 4:
A molecular structure, C42H51AsN7RbS6. Source: the OMol25 dataset; level of theory: wB97M-V/def2-TZVPD.

Element x y z (Å)
Rb -0.32092 1.01141 1.26658
C 1.42078 1.87636 -2.04825
C 0.14287 2.67359 -2.29686
N -0.96612 2.19937 -1.49066
C -2.02693 3.15918 -1.27609
C -1.51723 4.34389 -0.47529
C -1.93492 5.64063 -0.73438
C -1.36868 6.67150 0.00426
C -0.39782 6.37601 0.94081
C -0.04310 5.04123 1.14205
C 1.01386 4.66969 2.16453
N 1.57800 3.35638 1.99199
C 2.78703 3.26165 1.20710
C 2.53947 3.18991 -0.29823
N 1.87298 1.95983 -0.67276
N -0.61508 4.06050 0.46001
H 2.18428 2.22410 -2.76844
H 1.23239 0.82533 -2.27541
H -0.07559 2.65608 -3.37796
H 0.32196 3.72079 -2.04062
H -1.30532 1.30269 -1.82254
H -2.82251 2.66517 -0.70919
H -2.48196 3.54086 -2.20663
H -2.66876 5.83768 -1.50632
H -1.66925 7.69848 -0.16843
H 0.08576 7.15687 1.51549
H 0.53502 4.72054 3.14561
H 1.79026 5.45522 2.14763
H 1.64031 2.84372 2.86255
H 3.31535 2.35876 1.52630
H 3.46713 4.11270 1.39699
H 3.50529 3.32336 -0.82103
H 1.90695 4.02987 -0.59758
H 2.43346 1.15171 -0.43137
S -5.01377 2.27604 8.35643
C -4.04136 2.04929 7.00401
S -3.70795 0.52997 6.29839
C -2.56985 1.01348 5.05175
C -2.28401 2.34664 5.03253
S -1.19298 3.24478 4.02466
S -3.10921 3.28028 6.27077
S -1.93128 -0.29040 4.07741
C 3.50600 2.64189 5.99498
N 2.24954 1.93926 6.05969
C 1.27417 2.07818 7.04025
C 0.26448 1.25221 6.70128
N 0.63493 0.61169 5.54302
C 1.84242 1.03586 5.13052
S 2.72478 0.53676 3.77013
H 3.57936 3.29751 6.86090
H 3.56136 3.23077 5.07932
H 4.33626 1.93586 5.98949
H 1.37930 2.77286 7.85429
H -0.70221 1.08953 7.14451
H -0.02020 0.03954 4.97382
C 3.05905 -2.07488 -7.07618
C 2.21260 -1.95650 -5.83622
C 0.82616 -1.93778 -5.90810
C 0.03803 -1.83098 -4.76766
C -1.45802 -1.78449 -4.94228
C 0.63482 -1.77053 -3.49306
As -0.61470 -1.38098 -1.97500
N 0.17890 -1.39055 -0.36823
C 0.69214 -2.50686 0.23781
C 0.99903 -2.43458 1.62066
C 1.58632 -3.48549 2.29383
C 1.88770 -4.68278 1.64239
C 1.58517 -4.78519 0.29313
C 1.00536 -3.72759 -0.39427
C -1.85851 -2.95069 -1.86675
C -1.75094 -4.24350 -2.38882
C -0.61976 -4.73898 -3.25905
C -2.74532 -5.18967 -2.11688
C -3.84621 -4.90122 -1.33684
C -4.88756 -5.94211 -1.02539
C -3.95175 -3.61238 -0.82636
C -2.99193 -2.64266 -1.07519
C -3.22097 -1.27662 -0.46895
C 2.03586 -1.73160 -3.41440
C 2.79713 -1.58116 -2.11992
C 2.79113 -1.83510 -4.58372
H 2.43643 -2.19016 -7.96459
H 3.72742 -2.93722 -7.02110
H 3.68295 -1.18912 -7.21748
H 0.34103 -2.00242 -6.87830
H -1.71761 -1.78009 -6.00218
H -1.87824 -0.88700 -4.47975
H -1.95717 -2.63238 -4.46895
H 0.76778 -1.52743 2.16930
H 1.80708 -3.36528 3.34856
H 2.34340 -5.50737 2.17720
H 1.80768 -5.70244 -0.24486
H 0.81185 -3.82943 -1.45304
H 0.21252 -4.04927 -3.32421
H -0.97514 -4.91747 -4.27894
H -0.24523 -5.68944 -2.87196
H -2.62929 -6.19151 -2.52343
H -4.69235 -6.86732 -1.56950
H -5.88838 -5.59587 -1.29327
H -4.90044 -6.17629 0.04142
H -4.80165 -3.35331 -0.20218
H -4.14581 -1.26999 0.10685
H -3.28861 -0.50927 -1.24409
H -2.40929 -0.98904 0.20005
H 2.19808 -1.10058 -1.34753
H 3.70711 -1.00241 -2.29446
H 3.08852 -2.55555 -1.72163
H 3.87494 -1.81454 -4.49850

Computed properties:
Total charge: -2
LUMO, eV: 3.393
Highest occupied orbital energy, eV: -1.141
HOMO-LUMO gap, eV: 4.533
Max |F|, eV/Å: 0.519

---

Question: Which formula does entry 2 have?
Answer: C42H50Cl5N6O2Si2W

---

Question: Look up the max |F| of the first one.
Answer: 5.796 eV/Å